Density functional theory data (the ωB97M-V functional and the def2-TZVPD basis) for one molecule with the formula C19H26N4O at a distorted geometry.

## Properties
HOMO: -8.19 eV
Largest force on an atom: 1.09 eV/A
Energy relative to the best compared isomer or geometry (same formula, charge and spin): 0.0000 eV
SMILES: CCCCCC(=O)Nc1ccc(-c2nnc3n2CCCCC3)cc1
Orbital gap: 0.3249 Eh

Cartesian coordinates (Å):
H1 -5.233 -3.171 -2.286
C1 -3.577 1.507 1.012
H2 -4.888 0.514 -1.257
H3 -1.045 1.378 2.049
C2 3.446 -0.553 1.129
C3 2.905 1.430 -0.366
H4 -6.514 0.601 -0.583
H5 1.397 1.303 1.908
H6 7.072 0.865 -0.160
H7 -5.012 -1.436 -2.460
H8 6.348 0.379 1.383
H9 -4.201 -1.024 0.571
H10 -6.791 -1.884 -0.797
H11 -5.714 -2.961 0.090
H12 3.881 -0.402 2.124
H13 2.359 -0.606 1.227
C4 -5.459 0.475 -0.327
H14 5.684 -3.126 0.437
C5 -5.035 1.622 0.596
C6 4.995 0.942 -0.146
C7 1.458 1.476 -0.235
H15 1.185 1.775 -2.331
H16 -3.860 -2.380 -1.511
H17 -5.193 2.582 0.097
C8 -0.559 1.449 1.091
C9 0.687 1.673 -1.380
C10 -5.749 -2.053 -0.515
H18 6.078 -1.258 -1.178
N1 -2.720 1.685 -0.036
H19 -5.636 1.602 1.505
H20 5.713 -1.976 1.771
C11 0.818 1.386 0.999
H21 -5.802 -0.889 1.289
C12 -5.260 -0.884 0.341
N2 3.754 0.579 0.298
C13 -1.326 1.617 -0.058
N3 4.897 1.924 -0.996
C14 3.960 -1.865 0.529
C15 5.460 -2.092 0.714
H22 3.711 -1.889 -0.535
O1 -3.232 1.278 2.149
C16 6.345 -1.169 -0.123
N4 3.599 2.225 -1.139
C17 -4.911 -2.270 -1.770
H23 7.381 -1.496 -0.014
C18 6.257 0.302 0.295
C19 -0.686 1.740 -1.292
H24 3.424 -2.683 1.015
H25 -1.275 1.891 -2.187
H26 -3.140 1.868 -0.937

Taken from the Löwdin analysis, the atomic charges in e are: 0.068 -0.481 0.097 0.101 -0.128 -0.265 0.119 0.116 0.118 0.062 0.121 0.115 0.105 0.104 0.135 0.113 -0.207 0.109 -0.113 -0.319 -0.165 0.115 0.074 0.119 0.002 -0.018 -0.266 0.120 0.133 0.122 0.112 -0.028 0.119 -0.219 0.044 -0.214 0.063 -0.168 -0.211 0.124 0.077 -0.194 0.069 -0.113 0.108 -0.117 -0.016 0.112 0.111 0.139

Density functional theory data (the ωB97M-V functional and the def2-TZVPD basis) for one molecule with the formula C19H26N4O3.

## Properties
HOMO: -9.67 eV
Largest force on an atom: 0.07 eV/A
Energy relative to the best compared isomer or geometry (same formula, charge and spin): 2.0879 eV
SMILES: CO[C@]1(C(=O)NC[C@H](C)C(C)C)CCN(C(=O)c2cncc(C#N)c2)C1
Orbital gap: 0.3517 Eh

Cartesian coordinates (Å):
C1 3.499 -2.269 6.919
H1 1.424 0.103 -0.033
H2 -1.853 -0.761 4.279
C2 3.953 -3.453 6.337
H3 0.781 -2.575 -4.051
O1 -0.552 -1.498 6.113
O2 0.877 0.152 1.944
H4 4.918 -3.859 6.615
H5 0.518 -1.754 -2.134
H6 2.746 -2.589 -1.510
C3 -1.336 -0.925 2.135
C4 2.258 -1.772 6.549
C5 4.236 -2.626 -3.854
C6 3.774 -0.706 -1.608
C7 2.686 -1.661 -2.093
C8 1.780 -3.010 -4.052
N1 4.967 -1.044 8.660
C9 0.162 -1.069 1.802
H7 1.355 1.718 3.117
H8 1.509 -4.227 4.361
H9 -1.619 0.125 2.072
N2 -0.219 -2.013 3.936
H10 3.612 -0.418 -0.569
C10 -1.534 -1.500 3.546
H11 -2.265 -2.310 3.551
H12 0.508 -3.131 2.293
H13 4.309 -2.949 -4.893
N3 1.060 -0.740 -0.444
H14 1.759 -3.897 -3.414
C11 0.167 -1.945 5.233
H15 1.566 0.152 3.913
H16 3.786 0.205 -2.216
H17 -1.920 -1.479 1.404
C12 1.300 -1.059 -1.840
H18 4.411 -3.501 -3.222
H19 1.849 -0.878 6.999
C13 1.533 -2.459 5.587
C14 2.855 -2.032 -3.577
C15 0.926 0.726 3.237
H20 -0.067 0.822 3.684
H21 1.990 -3.338 -5.071
C16 2.067 -3.639 5.081
H22 1.186 -0.144 -2.429
N4 3.248 -4.134 5.446
C17 0.345 -1.547 0.355
H23 4.763 -1.157 -1.662
C18 0.645 -2.159 2.768
H24 1.695 -2.021 3.019
O3 -0.155 -2.605 0.006
H25 2.762 -1.106 -4.160
H26 5.041 -1.914 -3.675
C19 4.311 -1.587 7.889

Taken from the Löwdin analysis, the atomic charges in e are: -0.195 0.133 0.117 -0.080 0.070 0.076 -0.135 0.124 0.109 0.149 -0.047 0.054 -0.079 -0.062 -0.345 -0.074 0.165 -0.353 0.100 0.124 0.128 -0.024 0.070 -0.098 0.130 0.136 0.076 0.099 0.091 -0.433 0.089 0.090 0.122 -0.142 0.089 0.139 -0.108 -0.412 -0.049 0.097 0.076 -0.077 0.137 0.091 -0.420 0.070 -0.049 0.137 0.066 0.139 0.067 -0.177

Density functional theory data (the ωB97M-V functional and the def2-TZVPD basis) for a 2-piece molecular cluster, C19H26N5O6 overall at a distorted geometry.

## Properties
HOMO: -4.07 eV
Largest force on an atom: 2.52 eV/A
Net charge: -1
Orbital gap: 0.2167 Eh

Cartesian coordinates (Å):
H1 -0.964 3.093 1.685
H2 4.444 -3.540 -3.253
H3 3.086 -2.081 -2.111
C1 0.173 1.733 -0.846
H4 -2.437 1.962 3.691
N1 -5.776 -0.619 2.933
H5 -0.409 -2.750 1.013
H6 -0.320 1.439 1.758
H7 6.050 -3.692 -0.919
C2 3.769 1.700 -3.322
C3 4.522 -2.476 -0.596
H8 0.653 -1.544 1.782
C4 0.237 -1.893 0.840
O1 4.995 1.932 -3.222
C5 3.244 0.341 -2.842
C6 -4.115 0.550 0.060
C7 -3.789 -0.319 1.273
C8 -2.469 1.526 1.560
H9 -6.985 -0.203 4.631
O2 1.411 -3.438 -0.530
N2 2.254 -1.357 -0.361
H10 -5.186 0.761 -0.009
H11 -0.326 -1.090 0.371
H12 -2.330 1.422 -1.638
H13 -3.464 3.058 2.760
H14 5.059 -0.342 -1.918
O3 2.932 2.482 -3.828
C9 4.015 -0.212 -1.634
H15 0.179 1.667 -1.930
H16 2.185 0.422 -2.588
C10 -4.657 0.053 2.453
N3 -5.308 1.146 4.200
H17 -2.463 3.145 -1.236
O4 -2.445 0.088 1.566
H18 2.103 -0.422 -0.002
H19 5.518 -2.120 -3.243
N4 5.360 -3.139 -1.402
O5 1.182 1.438 -0.215
H20 -3.951 2.690 0.449
C11 -1.075 2.079 1.288
C12 -3.156 2.015 2.868
C13 5.381 -3.136 -2.866
H21 -3.809 0.033 -0.854
C14 -6.142 0.057 3.998
H22 3.973 0.492 -0.801
C15 3.430 -1.571 -1.213
H23 6.206 -3.752 -3.225
H24 -5.375 1.804 4.973
C16 -3.292 1.830 0.296
C17 -4.354 1.152 3.208
H25 3.329 -0.376 -3.663
C18 1.365 -2.300 -0.075
H26 -3.866 -1.389 1.059
O6 4.674 -2.596 0.614
C19 -2.279 2.149 -0.821
N5 -0.984 2.099 -0.166

Taken from the Löwdin analysis, the atomic charges in e are: 0.138 0.082 0.128 -0.234 0.126 0.107 0.080 0.139 0.134 -0.759 -0.460 0.086 0.002 -0.083 -0.130 -0.064 -0.218 -0.382 0.112 0.027 0.121 0.123 0.061 0.123 0.122 0.106 -0.102 -0.138 0.143 0.084 -0.194 0.090 0.121 -0.030 0.108 0.081 0.022 0.004 0.146 -0.043 -0.017 -0.067 0.116 -0.188 0.126 -0.216 0.079 0.153 -0.179 -0.173 0.110 -0.556 0.160 0.032 -0.096 -0.063

Density functional theory data (the ωB97M-V functional and the def2-TZVPD basis) for C19H26N6S2Zr as an isolated structure at a distorted geometry.

## Properties
HOMO: -14.74 eV
Largest force on an atom: 1.29 eV/A
Net charge: +2
Orbital gap: 0.2712 Eh

Cartesian coordinates (Å):
H1 -5.896 -2.526 -0.992
C1 0.436 -4.638 -1.788
H2 -3.516 -5.636 -0.172
C2 -1.387 1.613 0.296
C3 -4.097 -4.743 0.066
H3 -5.654 -2.825 0.744
H4 2.286 3.588 -0.833
C4 -5.456 -2.137 -0.072
C5 -0.049 -3.341 -1.872
C6 4.486 -1.883 -0.844
H5 2.633 3.252 0.840
H6 -1.490 -4.881 1.313
C7 2.257 -1.357 0.093
H7 -4.955 -5.052 0.663
S1 -1.645 -1.769 1.037
C8 6.474 -1.114 0.255
N1 -4.025 -1.893 -0.228
H8 -0.687 2.403 0.617
C9 1.606 -2.559 -0.477
C10 -3.733 -0.642 -0.900
H9 -0.022 -5.422 -2.369
C11 1.841 1.709 -0.224
H10 -1.971 1.344 1.192
Zr1 -0.354 -0.127 -0.555
N2 1.862 0.852 0.757
H11 -2.071 2.079 -0.436
N3 -3.242 -3.834 0.800
C12 3.702 -1.275 0.151
H12 -0.907 -3.112 -2.502
H13 1.895 -5.904 -0.848
H14 -2.949 -5.298 2.229
H15 -4.438 -4.300 -0.865
S2 1.288 1.284 -1.866
C13 5.708 -0.513 1.245
C14 1.522 -4.898 -0.963
H16 4.016 -2.388 -1.675
N4 0.505 -2.312 -1.226
H17 3.728 -0.111 1.962
H18 -2.744 -0.692 -1.417
H19 -3.752 0.210 -0.205
C15 -3.086 -2.553 0.481
H20 -4.503 -0.485 -1.658
C16 4.330 -0.569 1.189
H21 -2.099 -3.779 2.556
N5 1.429 -0.416 0.471
H22 2.980 -3.983 0.340
C17 5.860 -1.783 -0.797
H23 6.188 0.006 2.061
C18 2.128 -3.838 -0.306
H24 7.550 -1.049 0.288
H25 -5.946 -1.192 0.169
N6 2.235 2.967 -0.042
C19 -2.394 -4.480 1.778
H26 6.454 -2.219 -1.584

Taken from the Löwdin analysis, the atomic charges in e are: 0.107 -0.008 0.107 -0.337 -0.023 0.098 0.109 -0.020 -0.109 -0.011 0.130 0.097 -0.151 0.111 0.699 -0.021 -0.192 0.005 -0.227 -0.068 0.124 -0.847 0.001 1.370 0.001 0.015 -0.192 -0.164 0.126 0.131 0.108 0.092 0.609 -0.034 0.007 0.124 -0.036 0.118 0.049 0.097 -0.647 0.114 -0.002 0.065 -0.196 0.140 -0.038 0.121 0.033 0.123 0.111 0.134 -0.070 0.120

| no. | energy (eV) |
| --- | --- |
| 1 | -28134.129 |
| 2 | -32228.475 |
| 3 | -39863.528 |
| 4 | -52002.383 |